{"formula": "C19H19N5PbS2", "method": "the ωB97M-V functional and the def2-TZVPD basis", "species": ["Pb", "C", "C", "N", "C", "S", "N", "N", "C", "C", "C", "C", "C", "C", "C", "N", "H", "H", "H", "H", "H", "H", "H", "H", "H", "H", "H", "H", "H", "S", "C", "C", "C", "C", "C", "C", "C", "C", "C", "N", "H", "H", "H", "H", "H", "H"], "coordinates": [[-0.326, -0.387, -0.743], [-3.490, 5.303, -0.539], [-3.515, 4.348, 0.649], [-3.602, 2.949, 0.272], [-2.547, 2.186, -0.093], [-2.896, 0.505, -0.344], [-1.424, 2.862, -0.266], [-0.309, 2.139, -0.531], [0.734, 2.806, -0.885], [0.721, 4.288, -1.121], [2.027, 2.083, -0.991], [3.209, 2.762, -1.279], [4.409, 2.072, -1.256], [4.414, 0.721, -0.954], [3.194, 0.112, -0.715], [2.041, 0.770, -0.739], [-3.510, 6.337, -0.188], [-4.354, 5.140, -1.185], [-2.584, 5.150, -1.126], [-4.381, 4.560, 1.277], [-2.620, 4.486, 1.253], [-4.479, 2.466, 0.356], [-0.302, 4.644, -1.103], [1.170, 4.527, -2.087], [1.286, 4.814, -0.346], [3.191, 3.817, -1.508], [5.336, 2.589, -1.468], [5.332, 0.153, -0.907], [3.130, -0.950, -0.495], [0.045, -1.908, 3.791], [0.018, -0.201, 3.823], [-0.057, 0.326, 2.570], [-0.090, -0.654, 1.532], [-0.041, -1.920, 2.057], [-0.058, -3.189, 1.308], [0.011, -4.447, 1.911], [-0.005, -5.576, 1.115], [-0.084, -5.442, -0.265], [-0.146, -4.161, -0.783], [-0.136, -3.069, -0.021], [0.055, 0.318, 4.770], [-0.095, 1.393, 2.385], [0.078, -4.528, 2.988], [0.047, -6.558, 1.567], [-0.097, -6.302, -0.920], [-0.210, -3.991, -1.853]], "mulliken_charge": [0.7334, -1.0412, -0.3997, -0.1637, 0.3226, -0.5326, -0.5521, 0.2241, 0.4295, -1.0893, 0.5551, -0.8027, -0.4266, -0.7590, -0.1898, 0.0777, 0.3077, 0.3155, 0.2271, 0.4175, 0.2532, 0.2035, -0.0910, 0.4099, 0.3187, 0.3193, 0.4082, 0.3887, 0.4175, -0.2904, -0.5771, -0.4082, -0.3930, 0.3143, 0.9679, -0.7903, -0.3236, -0.7070, -0.3829, -0.0793, 0.4533, 0.4155, 0.3204, 0.4129, 0.3777, 0.4080], "gap_ev": 7.36, "e_lumo_ev": 0.0, "charge": 0, "max_force_ev_per_a": 0.3, "total_energy_ha": -1998.43424}